Entry 1:
Formula: C12H24FIN2O7P3
Source: the OMol25 dataset
Level of theory: ωB97M-V/def2-TZVPD

Geometry as XYZ:
```
50
Properties=species:S:1:pos:R:3:forces:R:3:lowdin_charge:R:1
O -4.0562 1.7779 -1.8160 -0.261 0.302 0.215 -0.276
P -2.6140 1.6638 -1.7048 -0.375 -0.916 -0.279 0.222
O -2.0348 0.2355 -2.0867 0.384 0.403 0.068 -0.164
O -1.8242 2.7007 -2.6252 0.177 0.196 0.310 -0.152
P -2.0491 2.0306 0.3812 -0.873 1.233 0.362 0.940
C -0.2711 2.4485 0.3377 -0.482 -0.920 -0.064 -0.479
N 0.7074 1.5607 0.7576 -0.308 0.552 -0.255 0.137
C 1.8983 2.1281 0.6278 0.299 -0.414 0.324 0.013
N 1.6885 3.3360 0.1527 -0.395 0.071 -0.091 -0.064
F 2.6897 4.1734 -0.1171 0.103 -0.023 -0.061 0.070
C 0.3359 3.6209 -0.0523 0.565 -0.207 0.103 -0.419
P -0.4605 5.1785 -0.6475 -0.595 0.203 -0.093 0.525
O 0.0894 5.2428 -2.1885 0.048 -0.483 0.473 -0.372
I 0.8819 6.8412 0.5322 0.057 -0.086 0.041 0.485
H -1.6581 0.2317 -2.9837 0.233 -0.469 -0.114 0.042
H -0.8703 2.6427 -2.5022 0.135 0.015 -0.254 0.049
H -2.1168 0.7427 0.9553 0.546 -0.098 -0.238 -0.076
H 0.5062 0.6217 1.1005 0.390 -0.253 -0.057 0.143
H 2.8515 1.6967 0.8647 0.176 -0.012 0.022 0.176
H 0.8733 4.6975 -2.3071 0.300 0.319 -0.374 0.048
C -2.7399 -2.9803 2.2719 0.036 0.216 -0.166 -0.009
C -2.6208 -1.7886 3.1853 -0.102 -0.084 -0.008 -0.508
O -2.4756 -0.6666 2.7475 0.176 0.097 -0.047 0.018
C -2.6937 -2.0481 4.6673 0.031 0.266 -0.020 -0.017
H -2.6735 -2.6566 1.2358 -0.002 0.003 -0.005 0.085
H -1.9365 -3.6901 2.4768 -0.087 -0.096 0.078 0.085
H -3.6982 -3.4763 2.4291 0.056 -0.104 0.077 0.094
H -1.8895 -2.7207 4.9698 -0.108 -0.123 0.015 0.078
H -3.6505 -2.5069 4.9183 0.051 -0.126 0.011 0.094
H -2.5972 -1.1099 5.2085 -0.005 0.006 0.000 0.088
C 1.0134 -1.2357 -6.0611 -0.250 -0.022 0.064 -0.008
C 0.8983 -0.5138 -4.7474 0.065 -0.076 -0.117 -0.476
O -0.1721 -0.3616 -4.2004 -0.141 0.219 0.132 0.056
C 2.1754 0.0111 -4.1394 -0.179 0.093 0.152 -0.015
H 0.0283 -1.5600 -6.3856 -0.008 0.001 0.001 0.089
H 1.4375 -0.5714 -6.8152 0.126 -0.053 0.012 0.094
H 1.6593 -2.1080 -5.9527 0.110 0.065 -0.056 0.093
H 2.6461 0.7242 -4.8174 0.090 -0.097 -0.046 0.091
H 2.8663 -0.8117 -3.9542 0.073 0.025 -0.106 0.091
H 1.9518 0.5058 -3.1954 -0.006 -0.015 0.008 0.066
C 0.8880 -1.8631 3.7053 -0.096 0.233 -0.214 -0.010
C 1.6635 -2.0769 2.4313 -0.014 -0.135 0.126 -0.482
O 1.4127 -1.4496 1.4202 -0.045 0.504 -0.047 0.038
C 2.7600 -3.1045 2.4599 -0.011 0.088 -0.282 -0.010
H 0.1240 -1.1024 3.5518 0.001 -0.016 0.008 0.070
H 0.4063 -2.7946 4.0058 0.121 -0.040 0.096 0.087
H 1.5594 -1.5409 4.5023 0.008 -0.146 0.065 0.097
H 2.3485 -4.0822 2.7135 0.044 0.006 0.137 0.095
H 3.5068 -2.8306 3.2063 -0.056 -0.094 0.103 0.094
H 3.2349 -3.1614 1.4837 -0.002 -0.007 -0.006 0.086
```
Positions in Å, forces in eV/Å.

Summary:
net charge = +1
E_HOMO = -12.115 eV
LUMO level = -3.4 eV
frontier orbital gap = 8.68 eV

=====

Entry 2:
Formula: C5H5Cl2N4O
Source: the OMol25 dataset
Level of theory: ωB97M-V/def2-TZVPD

Geometry as XYZ:
```
17
Properties=species:S:1:pos:R:3:forces:R:3:lowdin_spin:R:1
C -2.9210 -0.5476 0.8392 1.435 -0.252 -0.369 0.043
C -0.0323 1.0673 -1.0235 -2.469 0.084 0.219 0.100
C -0.6120 0.1516 0.0430 0.404 -1.616 -1.849 0.517
C 0.0010 2.1113 -0.0004 0.707 3.533 -0.610 0.604
C 0.2151 -0.4101 1.1646 -1.909 -1.230 0.052 0.069
N -4.0985 -0.1119 0.4781 -2.227 0.882 -1.241 -0.009
N -3.9598 0.6299 -0.6568 -1.580 -0.723 1.554 0.103
N -2.7815 0.7688 -0.9982 3.121 -0.004 -0.224 0.001
N -1.9702 0.0556 -0.0519 -1.638 0.207 0.361 0.124
O -2.6530 -1.3841 1.6928 0.757 -0.434 0.939 0.072
Cl -1.0613 3.5028 -0.3021 0.341 0.267 0.209 0.165
Cl 1.4764 2.4996 0.7915 0.583 0.442 0.172 0.148
H 0.7933 0.8608 -1.7296 0.010 -0.102 1.026 0.022
H -0.9565 1.3599 -1.6005 1.260 -0.546 -0.010 0.001
H -0.4509 -0.5811 2.0566 0.762 0.021 -0.840 0.005
H 1.1627 0.0489 1.4630 -0.414 0.115 -0.517 0.007
H 0.3544 -1.3689 0.6526 0.856 -0.644 1.127 0.029
```
Positions in Å, forces in eV/Å.

Summary:
net charge = -1
2S+1 = 3
E_HOMO (spin up / spin down) = -1.876 / -4.433 eV
⟨S²⟩ = 2.01
LUMO level (spin up / spin down) = 3.0 / 2.2 eV
frontier orbital gap (spin up / spin down) = 4.83 / 6.63 eV

=====

Entry 3:
Formula: C42H59BCl14IN3O3S2
Source: the OMol25 dataset
Level of theory: ωB97M-V/def2-TZVPD

Geometry as XYZ:
```
125
Properties=species:S:1:pos:R:3:forces:R:3:lowdin_charge:R:1
C -4.1081 1.2389 -3.8881 -0.066 -0.190 -0.119 -0.062
C -2.6426 0.7904 -3.7607 -0.866 1.521 0.335 -0.214
O -2.0522 0.6431 -5.0564 -0.056 -1.158 0.574 0.101
B -0.9227 -0.1234 -5.0654 0.624 0.111 -0.278 -0.605
O -0.0115 -0.1152 -4.0010 -0.802 -0.494 -0.315 0.151
C -0.6051 -1.0215 -6.3478 -1.594 0.433 -0.264 -0.313
C 0.5563 -0.3990 -7.1609 0.347 -0.637 0.471 -0.001
N -1.8421 -0.9327 -7.2293 0.467 -0.708 -0.166 0.092
C -2.7507 -1.9278 -6.7081 -1.036 -0.174 -0.565 -0.446
O -3.9399 -1.7584 -6.5928 1.160 -0.326 0.030 0.137
C -1.9618 -3.2150 -6.3117 0.813 0.696 1.007 -0.562
I -1.7019 -4.6334 -7.9456 -0.581 0.401 -0.021 0.970
C -2.5091 -3.9589 -5.0679 0.806 1.387 -2.403 -0.334
C -2.7517 -3.1891 -3.9436 -0.275 0.485 1.487 -0.015
C -3.2161 -3.7498 -2.7491 0.137 -1.754 -1.693 -0.025
C -3.4300 -5.1759 -2.8736 0.172 2.471 0.954 -0.067
C -3.1645 -5.7733 -4.0747 -0.344 -2.415 -0.057 -0.152
N -2.6908 -5.2502 -5.2091 -0.504 0.500 1.634 0.064
C -0.5228 -2.5726 -6.1433 1.460 -0.491 -0.325 -0.303
C 0.3946 -3.1327 -5.0254 -0.641 0.826 -0.728 -0.172
C 1.8656 -2.8112 -5.3138 0.003 -0.732 0.550 -0.231
C 2.8453 -3.4517 -4.2905 -0.319 0.212 -0.712 -0.478
S 3.2041 -2.4213 -2.8443 -0.075 0.233 0.462 0.941
C 1.9326 -2.6743 -1.6130 0.327 -0.210 -1.063 -1.014
S 0.9033 -3.9303 -1.7508 -0.035 -0.098 0.445 0.747
N 1.9898 -1.7114 -0.5832 -1.230 -0.367 -0.243 -0.083
C 1.5974 -0.3676 -0.9712 1.077 0.363 -0.492 -0.220
C 2.5897 0.4458 -1.4990 0.795 -0.406 -0.033 -0.049
C 2.3307 1.7236 -1.9191 0.034 1.184 -0.439 -0.089
C 1.0599 2.2607 -1.7976 -0.125 -0.099 -0.002 -0.074
C 0.0738 1.4566 -1.2770 -0.672 0.620 0.094 -0.094
C 0.3255 0.1610 -0.8835 -0.615 -0.794 0.445 -0.027
C 1.4457 -2.1346 0.6872 0.898 -0.065 0.425 -0.266
C 2.3519 -2.3222 1.7194 0.966 0.293 -0.303 -0.011
C 1.9212 -2.6833 2.9619 -0.357 -0.462 1.367 -0.120
C 0.5743 -2.8914 3.2147 -0.670 -0.207 0.419 -0.090
C -0.3522 -2.7424 2.2072 0.635 0.278 -0.620 -0.073
C 0.1244 -2.3527 0.9532 -1.796 -0.182 -0.429 -0.096
H -4.2657 1.7201 -4.8588 0.019 -0.091 0.136 0.082
H -4.8082 0.4011 -3.8002 0.137 0.076 -0.224 0.077
H -4.3712 1.9548 -3.1017 0.149 -0.113 -0.091 0.028
H -2.1226 1.5982 -3.2330 0.218 -0.405 0.075 0.103
H -2.6314 -0.1291 -3.1613 0.404 0.093 -0.162 0.110
H -0.3276 -0.7681 -3.3593 0.483 0.248 0.381 0.089
H 0.1666 0.2548 -7.9452 0.019 -0.039 0.196 0.094
H 1.2515 0.1609 -6.5242 -0.175 0.011 -0.123 0.087
H 1.1501 -1.2082 -7.6083 -0.130 0.239 -0.170 0.085
H -1.4860 -1.3951 -8.0780 -0.430 0.368 -0.287 0.117
H -2.5764 -2.1158 -3.9906 -0.037 -0.132 -0.102 0.103
H -3.4145 -3.1365 -1.8672 0.065 -0.489 -0.275 0.031
H -3.7986 -5.7673 -2.0437 0.022 0.068 -0.131 0.078
H -3.3681 -6.8474 -4.1276 0.101 0.204 -0.028 0.112
H -0.0210 -2.8762 -7.0712 0.082 0.126 0.194 0.042
H 0.0903 -2.6547 -4.0917 0.108 -0.614 0.153 0.062
H 0.2511 -4.2204 -5.0156 0.019 0.175 0.420 0.125
H 2.0336 -1.7311 -5.3407 0.010 -0.149 -0.079 0.099
H 2.1235 -3.2554 -6.2873 -0.064 0.276 0.067 0.120
H 2.5657 -4.4786 -4.0371 -0.107 0.259 0.250 0.065
H 3.8052 -3.5254 -4.8196 0.068 0.148 0.491 0.073
H 3.5985 0.0568 -1.6108 -0.169 -0.007 0.140 0.096
H 3.1059 2.3531 -2.3529 -0.098 -0.428 0.161 0.025
H 0.8007 3.2656 -2.1162 0.265 -0.070 0.001 0.110
H -0.9276 1.8704 -1.1792 0.066 -0.231 0.036 0.105
H -0.4980 -0.4334 -0.5053 0.115 0.129 0.023 0.096
H 3.4174 -2.1624 1.5707 -0.187 0.018 -0.230 0.125
H 2.5868 -2.8181 3.8096 0.246 0.113 -0.355 0.075
H 0.2096 -3.1723 4.1999 0.324 0.020 -0.025 0.107
H -1.4130 -2.9126 2.3481 0.130 0.041 0.043 0.075
H -0.6088 -2.2493 0.1607 0.173 -0.113 0.044 0.048
Cl -5.6906 -4.2151 -0.3930 -0.081 -0.048 -0.092 0.603
C -5.1736 -3.8133 1.2581 0.014 -0.197 0.210 -0.645
C -4.8631 -2.3523 1.4078 -0.081 0.203 0.149 -0.636
Cl -3.3912 -1.8942 0.5004 -0.105 0.093 0.007 0.608
H -4.3084 -4.4273 1.5002 0.010 0.013 -0.079 0.072
H -5.9883 -4.0940 1.9243 -0.018 0.095 -0.008 0.076
H -4.6741 -2.1189 2.4550 0.064 -0.036 -0.017 0.079
H -5.6820 -1.7249 1.0626 0.069 -0.014 -0.086 0.032
Cl 2.5566 -0.1195 5.1320 -0.035 -0.006 0.010 0.574
C 3.8096 0.0583 6.3902 0.054 0.043 -0.010 -0.702
C 5.1391 -0.4891 5.9418 0.137 0.104 -0.002 -0.676
Cl 5.1180 -2.2678 5.7841 -0.009 -0.022 -0.050 0.539
H 3.4556 -0.4379 7.2908 0.001 -0.033 -0.041 0.066
H 3.8997 1.1210 6.6011 0.075 -0.138 -0.107 -0.011
H 5.9022 -0.2453 6.6797 -0.123 -0.061 -0.060 0.004
H 5.4403 -0.0710 4.9835 -0.094 -0.082 -0.043 0.069
Cl -3.4577 4.6138 -2.3034 0.063 -0.053 0.034 0.550
C -4.1322 5.0789 -3.8864 0.073 0.060 -0.135 -0.651
C -5.5670 5.5222 -3.7653 -0.005 0.137 -0.093 -0.641
Cl -6.6364 4.1555 -3.3530 -0.058 0.022 -0.014 0.575
H -4.0326 4.2323 -4.5623 -0.024 -0.053 0.093 0.059
H -3.5188 5.8943 -4.2669 -0.049 0.042 0.055 0.075
H -5.9163 5.9242 -4.7152 0.037 -0.080 -0.028 0.075
H -5.6854 6.2909 -3.0052 -0.003 -0.097 0.068 0.070
Cl 3.5640 2.7387 8.4669 -0.046 0.162 0.155 0.595
C 4.8194 2.9115 9.7256 -0.031 0.021 0.063 -0.674
C 6.1493 2.3633 9.2801 0.111 0.146 0.024 -0.627
Cl 6.1249 0.5853 9.1254 0.003 0.021 0.116 0.597
H 4.4660 2.4146 10.6282 0.131 0.137 -0.616 -0.066
H 4.9116 3.9762 9.9366 0.037 -0.013 -0.030 0.078
H 6.9126 2.6062 10.0182 -0.067 -0.030 0.056 0.073
H 6.4546 2.7798 8.3225 -0.056 -0.065 -0.024 0.072
Cl 4.1595 2.0400 12.7600 -0.067 -0.149 0.556 0.628
C 4.7403 2.4210 14.4022 -0.023 -0.049 0.194 -0.634
C 5.0686 3.8840 14.5565 -0.050 0.045 0.107 -0.660
Cl 6.5032 4.3523 13.6070 -0.017 0.009 -0.054 0.537
H 5.6039 1.7929 14.6075 0.022 0.033 -0.098 0.072
H 3.9449 2.1460 15.0935 -0.031 0.060 -0.037 0.075
H 5.2927 4.1022 15.5996 0.038 -0.059 -0.012 0.074
H 4.2387 4.5141 14.2451 0.032 -0.031 -0.075 0.069
Cl 5.1610 3.6230 -2.6839 0.274 0.163 -0.099 0.579
C 5.6261 3.6855 -0.9649 -0.047 -0.130 0.141 -0.645
C 5.4865 5.0709 -0.3867 -0.054 -0.002 0.109 -0.665
Cl 6.6856 6.2052 -1.0590 -0.013 0.015 -0.023 0.536
H 6.6458 3.3176 -0.8796 0.009 0.066 -0.075 0.069
H 4.9671 2.9976 -0.4341 -0.054 0.056 -0.016 0.071
H 5.6511 5.0369 0.6894 0.038 -0.048 -0.023 0.072
H 4.4960 5.4808 -0.5694 0.034 -0.003 -0.079 0.069
Cl -8.0869 4.1590 1.2905 0.020 -0.008 0.030 0.540
C -7.5635 3.1179 -0.0591 0.027 -0.024 -0.055 -0.692
C -7.9041 1.6673 0.1744 -0.071 -0.018 -0.176 -0.650
Cl -6.9382 0.9489 1.4924 -0.003 -0.007 0.042 0.548
H -6.4941 3.2593 -0.1982 -0.011 -0.002 0.053 0.058
H -8.0740 3.4754 -0.9507 -0.037 -0.038 0.027 0.034
H -7.6885 1.0916 -0.7249 0.060 0.042 0.004 0.073
H -8.9556 1.5387 0.4200 0.040 0.030 0.096 0.069
```
Positions in Å, forces in eV/Å.

Summary:
E_HOMO = -8.216 eV
LUMO level = 0.2 eV
frontier orbital gap = 8.42 eV

=====

Entry 4:
Formula: C20H20N4O3
Source: the OMol25 dataset
Level of theory: ωB97M-V/def2-TZVPD

Geometry as XYZ:
```
47
Properties=species:S:1:pos:R:3:forces:R:3:lowdin_charge:R:1
C 4.8430 0.9866 -1.2233 0.542 -0.304 -0.154 0.001
N 3.6406 1.6724 -0.8475 -0.580 -0.065 0.022 -0.149
N 3.6487 2.9753 -0.6108 0.564 0.462 -0.058 0.085
C 2.4251 3.3065 -0.2532 -0.205 -0.522 -0.049 -0.070
C 1.5827 2.1776 -0.2582 1.189 -0.389 -0.391 -0.218
N 0.2525 2.1774 0.0607 -0.947 0.016 0.242 0.087
C -0.5590 1.3119 -0.4346 0.380 0.074 -0.159 -0.057
C -1.9422 1.2515 -0.0532 -0.288 0.332 0.321 -0.079
C -2.4729 2.2454 0.7821 0.294 -0.293 -0.257 -0.257
O -1.7374 3.2385 1.2788 -0.195 0.078 0.039 0.078
C -3.8423 2.2325 1.1237 -0.265 -0.064 0.030 0.007
C -4.6622 1.2494 0.6644 0.264 0.313 0.153 -0.011
C -4.1672 0.2077 -0.1538 0.252 -0.164 -0.187 -0.169
C -5.0204 -0.8198 -0.5994 0.038 -0.112 -0.080 -0.036
C -4.5471 -1.8416 -1.3752 -0.226 0.016 0.070 -0.087
C -3.1938 -1.8667 -1.7278 0.175 0.082 0.006 -0.077
C -2.3422 -0.8768 -1.3118 0.065 -0.170 -0.140 -0.032
C -2.7950 0.1976 -0.5201 -0.354 0.077 0.152 -0.104
C 2.4241 1.1196 -0.6374 -0.394 0.783 0.138 -0.088
C 2.1592 -0.3123 -0.8832 -0.135 -0.333 0.080 -0.405
O 2.4488 -0.8368 -1.9479 0.159 0.012 -0.185 0.067
N 1.5429 -0.9954 0.1143 0.052 0.000 -0.113 -0.042
C 1.3647 -0.5204 1.4681 0.023 0.122 0.400 -0.104
C 1.7070 -1.6658 2.4438 -0.153 0.082 0.034 -0.178
O 2.7041 -2.4929 1.9016 0.223 0.056 0.043 -0.126
C 2.2379 -3.2282 0.7863 -0.055 -0.118 -0.141 -0.164
C 1.2551 -2.4010 -0.0622 0.009 -0.222 -0.103 -0.111
H 5.5540 1.7306 -1.5752 -0.066 -0.032 0.037 0.093
H 5.2694 0.4559 -0.3683 -0.004 0.042 -0.043 0.097
H 4.6214 0.2699 -2.0139 0.026 0.088 0.065 0.086
H 2.1688 4.3209 -0.0265 -0.043 0.251 0.060 0.107
H -0.2062 0.6030 -1.1852 0.021 0.075 0.040 0.124
H -0.8046 3.1243 0.9504 0.006 -0.136 0.000 0.071
H -4.2036 3.0282 1.7561 -0.060 0.076 0.063 0.120
H -5.7104 1.2459 0.9263 -0.099 0.020 0.043 0.116
H -6.0611 -0.7851 -0.3104 -0.105 -0.005 0.024 0.112
H -5.2053 -2.6275 -1.7138 -0.073 -0.046 -0.009 0.101
H -2.8166 -2.6765 -2.3352 0.058 -0.046 -0.048 0.104
H -1.3062 -0.9402 -1.6051 0.101 -0.020 -0.033 0.095
H 2.0285 0.3296 1.6377 -0.109 -0.096 -0.005 0.131
H 0.3291 -0.1912 1.6272 0.109 0.010 0.074 0.124
H 0.8078 -2.2539 2.6777 0.059 0.046 0.029 0.126
H 2.1126 -1.2635 3.3730 -0.150 -0.003 -0.043 0.129
H 1.7500 -4.1554 1.1228 0.057 0.080 -0.066 0.124
H 3.1312 -3.4834 0.2130 -0.119 -0.015 -0.005 0.128
H 1.3669 -2.6401 -1.1203 -0.097 -0.039 0.149 0.124
H 0.2197 -2.5838 0.2454 0.056 0.000 -0.045 0.127
```
Positions in Å, forces in eV/Å.

Summary:
ΔE to the lowest compared entry with this formula, charge and spin = 2.161 eV
E_HOMO = -7.929 eV
LUMO level = -0.3 eV
frontier orbital gap = 7.67 eV

=====

Entry 5:
Formula: C4H8O2
Source: the OMol25 dataset
Level of theory: ωB97M-V/def2-TZVPD

Geometry as XYZ:
```
14
Properties=species:S:1:pos:R:3:forces:R:3:lowdin_charge:R:1
O 1.2930 -1.1119 -1.4209 0.111 0.154 0.101 0.000
C 1.8430 -0.0299 -0.9501 -0.136 -0.291 0.195 -0.062
C -1.3253 0.4101 -0.6129 0.001 0.007 -0.059 -0.075
C -0.9526 -0.0124 0.8021 -0.236 0.108 0.015 -0.254
O 0.3078 -0.6752 0.8873 0.068 -0.050 -0.024 -0.193
C 1.3944 0.1535 0.4937 0.079 0.106 -0.040 -0.251
H 0.6984 -1.5158 -0.7345 0.048 0.085 -0.113 0.106
H -0.5295 1.0031 -1.0783 -0.155 -0.031 0.081 0.071
H -1.5131 -0.4567 -1.2549 0.028 0.116 0.096 0.083
H -2.2278 1.0287 -0.5967 0.081 -0.112 0.038 0.083
H -1.6820 -0.7238 1.1998 0.099 0.108 -0.044 0.123
H -0.9368 0.8619 1.4695 0.027 -0.112 -0.094 0.120
H 1.1879 1.2112 0.7037 0.048 -0.139 -0.091 0.121
H 2.2713 -0.1308 1.0929 -0.062 0.051 -0.060 0.128
```
Positions in Å, forces in eV/Å.

Summary:
ΔE to the lowest compared entry with this formula, charge and spin = 3.588 eV
E_HOMO = -8.645 eV
LUMO level = 0.9 eV
frontier orbital gap = 9.52 eV

=====

- Number 2 is which compound?
  C5H5Cl2N4O